No. 1
This record from the Open Molecules 2025 dataset describes 8 unconnected molecules or ions with the total composition C46H93N3O15P in a non-equilibrium geometry. The level of theory is wB97M-V/def2-TZVPD.

Geometry (Å):
C -0.25488 7.38321 -3.10547
C -0.33341 5.80556 -3.35055
C -1.58093 5.26240 -2.46894
O -2.00720 4.01187 -3.05315
C -2.10729 2.95294 -2.09098
C -0.81819 2.04488 -1.93434
N -0.79435 0.98889 -0.88694
C 0.09152 -0.07822 -1.35423
N 0.20705 -1.29740 -0.84973
P -0.80294 -1.81555 0.51215
O -2.16251 -2.16104 -0.07347
O -0.91088 -0.49588 1.58019
O -0.06358 -3.11148 1.28161
N 0.83873 0.49145 -2.45918
C 2.23508 0.90294 -2.18101
C 2.44996 1.83339 -0.89575
C 3.70258 1.41395 0.01308
C 4.67498 2.65498 0.30109
O 5.89850 2.48193 0.54754
O 4.23839 4.01185 0.34785
C -0.06838 1.41572 -3.18602
C -0.83757 0.42770 -4.19022
C -2.38612 0.23220 -3.92773
O -2.70297 -0.38095 -2.67037
C -4.09006 -0.80272 -2.62312
C -5.01340 0.28526 -1.87728
C 0.53549 2.51329 -4.16112
O 1.45420 1.99207 -5.13844
C 1.54106 2.83222 -6.30829
C 0.63555 2.20315 -7.46793
H -1.30673 7.79840 -3.17238
H 0.45233 7.81210 -3.88235
H 0.10243 7.59184 -2.04168
H -0.45318 5.50566 -4.43596
H 0.59047 5.35512 -2.85490
H -2.39160 6.05825 -2.50330
H -1.19192 5.18403 -1.40814
H -2.31366 3.40784 -1.04686
H -3.04879 2.34506 -2.32531
H -0.04191 2.81159 -1.55827
H -0.63780 1.30537 0.07513
H 0.88922 -1.94003 -1.28955
H -1.31088 -0.83934 2.40908
H 0.66309 -3.48829 0.73350
H 2.81615 -0.06582 -1.96755
H 2.77070 1.39139 -3.04637
H 2.66571 2.88694 -1.28677
H 1.55658 1.92743 -0.21048
H 3.29396 1.09347 1.03602
H 4.26071 0.49663 -0.37375
H 4.68419 4.47229 -0.39312
H -0.72728 0.70034 -5.29212
H -0.35965 -0.60877 -4.09693
H -2.92004 1.22011 -4.12720
H -2.76647 -0.48226 -4.74466
H -4.14669 -1.76921 -2.01765
H -4.51005 -1.05885 -3.64987
H -5.98731 -0.25981 -1.63837
H -5.18699 1.21378 -2.50703
H -4.53230 0.59343 -0.88658
H 1.10077 3.32817 -3.57966
H -0.29684 3.05201 -4.72272
H 2.62405 2.74956 -6.67325
H 1.35809 3.93275 -6.11695
H 0.43444 1.10555 -7.21394
H 1.15705 2.17660 -8.48340
H -0.34055 2.78359 -7.51208
C -1.48932 0.71383 7.19878
C -0.82005 1.28374 5.96581
C -0.26603 0.03687 5.30267
O -1.14994 -1.04064 5.64058
C -2.04024 -0.60009 6.67952
H -2.25975 1.36121 7.61943
H -0.73982 0.52516 7.97397
H -1.57027 1.74967 5.31831
H -0.05142 2.02603 6.18608
H 0.72833 -0.21080 5.68917
H -0.20271 0.13297 4.21530
H -3.03219 -0.46696 6.23611
H -2.10582 -1.36431 7.45670
C 1.13127 -6.03055 -2.67176
C -0.36621 -5.93279 -2.88457
C -0.80128 -5.08770 -1.70281
O 0.29990 -4.21594 -1.39078
C 1.46163 -4.65975 -2.11488
H 1.68958 -6.26589 -3.57838
H 1.35021 -6.80020 -1.92523
H -0.57329 -5.40281 -3.81953
H -0.86852 -6.89967 -2.92216
H -0.99910 -5.70629 -0.82216
H -1.69089 -4.49268 -1.91614
H 1.65128 -3.93978 -2.91940
H 2.32783 -4.67394 -1.44886
C -4.09191 3.82382 2.87291
C -4.17879 2.31262 2.92393
C -3.56042 1.91630 1.59758
O -2.59054 2.92601 1.27258
C -2.77079 4.04063 2.16055
H -4.12866 4.29934 3.85374
H -4.91258 4.22242 2.26805
H -3.56801 1.93333 3.74928
H -5.19387 1.93436 3.04978
H -4.30901 1.90103 0.79850
H -3.07357 0.93903 1.63715
H -1.93454 4.04439 2.86792
H -2.74864 4.97197 1.59040
C 7.65432 -2.02460 0.69824
C 7.74039 -3.27529 -0.15077
C 6.33652 -3.36995 -0.71510
O 5.84548 -2.02748 -0.83040
C 6.73283 -1.14403 -0.12509
H 8.62100 -1.55972 0.89487
H 7.18588 -2.26102 1.65896
H 8.46017 -3.12455 -0.96129
H 8.03572 -4.16545 0.40607
H 5.67066 -3.91427 -0.03627
H 6.30929 -3.85577 -1.69301
H 7.29236 -0.56796 -0.86986
H 6.15200 -0.44666 0.48183
C -6.72275 -1.78577 4.00025
C -5.63214 -2.77256 3.64128
C -4.43808 -1.86220 3.43707
O -4.61978 -0.73579 4.30576
C -5.96098 -0.75930 4.81673
H -7.55569 -2.23063 4.54610
H -7.11835 -1.32165 3.09070
H -5.44853 -3.44546 4.48441
H -5.85982 -3.37960 2.76388
H -4.39442 -1.48688 2.40782
H -3.48992 -2.35520 3.66895
H -5.91280 -1.04859 5.87212
H -6.39734 0.23979 4.74922
C 7.14252 2.12510 -3.24087
C 8.23246 3.09918 -3.63494
C 7.49023 4.04400 -4.56048
O 6.12893 4.08163 -4.10783
C 5.92862 3.02938 -3.15788
H 7.34266 1.59465 -2.30850
H 7.00258 1.38330 -4.03377
H 8.58319 3.64072 -2.75085
H 9.09371 2.62724 -4.10938
H 7.49134 3.67419 -5.59114
H 7.90728 5.05297 -4.55271
H 5.84200 3.48600 -2.16489
H 4.99647 2.50350 -3.38280
C -3.31686 -7.34165 6.54228
C -2.22358 -6.36684 6.15927
C -2.95401 -5.42847 5.21781
O -4.32139 -5.39081 5.64849
C -4.53487 -6.44023 6.60319
H -3.12902 -7.86677 7.47970
H -3.44289 -8.08773 5.75122
H -1.88719 -5.81980 7.04564
H -1.35406 -6.83919 5.69989
H -2.93632 -5.80404 4.18864
H -2.53851 -4.41782 5.22683
H -4.63807 -5.97894 7.59121
H -5.46083 -6.96849 6.36741

Computed properties:
* LUMO: -3.0060 eV
* charge: +1
* HOMO-LUMO gap: 7.93 eV


No. 2
This record from the Open Molecules 2025 dataset describes C3H5NOS in the gas phase in a non-equilibrium geometry. The level of theory is wB97M-V/def2-TZVPD.

Geometry (Å):
C 0.66965 0.07082 0.05601
C -1.58369 0.35026 -0.24911
C -0.30563 0.94405 -0.05886
N 1.84615 -2.17257 0.38118
O 2.71991 -1.43531 0.52941
S 2.33262 0.48910 0.33999
H 0.46813 -1.01703 -0.20974
H -1.71397 -0.63300 0.19769
H -1.78235 0.39267 -1.35052
H -2.45160 0.97083 0.09860
H -0.19921 2.04018 0.26534

Computed properties:
* LUMO (alpha / beta): -0.6899 / -0.7340 eV
* energy relative to the best compared isomer or geometry (same formula, charge and spin): 564.93 kJ/mol
* charge: 0
* HOMO-LUMO gap (alpha / beta): 7.52 / 7.47 eV


No. 3
This record from the Open Molecules 2025 dataset describes a molecular structure, C36H28ClF12N3O6PdS2SbTe. The level of theory is wB97M-V/def2-TZVPD.

Geometry (Å):
Pd -1.11137 0.99357 -0.29593
C 0.41420 -4.92599 2.89428
C 0.45362 -3.56608 2.24417
C 1.33435 -2.58331 2.65714
C 1.38948 -1.31904 2.07138
C 2.37734 -0.33539 2.56963
O 2.39467 0.84812 2.30435
C 3.48984 -0.83263 3.47812
C 3.72644 -0.14924 4.66561
C 4.79279 -0.50241 5.47827
C 5.65007 -1.52692 5.09712
C 5.43254 -2.19754 3.90195
C 4.35193 -1.85608 3.10011
C 0.47399 -0.97943 1.02265
O 0.49674 0.19439 0.52600
C -0.39978 -2.01943 0.55115
C -0.38623 -3.25833 1.18101
C -1.23503 -1.85295 -0.65441
N -1.42777 -0.72774 -1.23646
C -2.07430 -0.60188 -2.54292
C -1.09893 0.02473 -3.52722
Te 0.48760 -1.24160 -4.22177
C 1.97245 -0.66747 -2.83684
C 2.39404 -1.53129 -1.83150
C 3.37003 -1.13474 -0.92778
C 3.92124 0.13487 -1.01076
C 3.52216 0.99324 -2.02577
C 2.56338 0.58945 -2.94363
C -1.91838 -3.08371 -1.17417
C -1.23963 -4.08567 -1.85484
C -1.92677 -5.19799 -2.31816
C -3.29134 -5.31955 -2.09211
C -3.96809 -4.32582 -1.39854
C -3.28412 -3.20867 -0.94203
H 1.06320 -4.95456 3.77034
H 0.74763 -5.70768 2.20661
H -0.59620 -5.18616 3.21684
H 1.99057 -2.79784 3.49184
H 3.06787 0.66617 4.93689
H 4.96247 0.02998 6.40596
H 6.48988 -1.79594 5.72599
H 6.10344 -2.98995 3.59349
H 4.18197 -2.38089 2.16760
H -1.06398 -4.02719 0.83052
H -2.93101 0.06480 -2.43118
H -2.41923 -1.56743 -2.91023
H -0.61863 0.90532 -3.10211
H -1.62731 0.32635 -4.42647
H 1.95333 -2.51646 -1.74421
H 3.67637 -1.81314 -0.14085
H 4.64574 0.46148 -0.27465
H 3.94993 1.98587 -2.09982
H 2.25406 1.26153 -3.73438
H -0.17853 -3.98581 -2.03867
H -1.39501 -5.96667 -2.86496
H -3.82799 -6.18392 -2.46336
H -5.03254 -4.41185 -1.22157
H -3.80339 -2.41816 -0.41188
F -2.70879 1.83287 -1.07450
Sb -2.98288 3.33346 -3.79752
F -1.89897 4.95756 -3.61324
F -1.46799 2.86640 -4.99195
F -3.89948 4.03607 -5.30950
F -3.73910 1.57101 -4.34542
F -4.32462 4.25923 -2.73365
F -2.05112 4.44581 -0.70318
C -2.18066 4.82384 0.54236
F -1.11442 5.58034 0.86426
F -3.27670 5.56611 0.68359
S -2.20695 3.41686 1.74827
O -1.17233 2.50675 1.27099
O -1.90296 4.08197 2.98339
N -3.65488 2.86984 1.77959
S -4.26564 1.46460 1.40851
O -5.26303 1.53643 0.39095
O -3.33599 0.36809 1.41568
C -5.22983 1.20840 2.95834
F -4.44548 1.21676 4.04168
F -6.17882 2.13544 3.12628
F -5.83752 0.00978 2.90227
Cl 1.88346 5.57159 -3.94587
C 1.77146 4.60519 -2.50376
C 2.59953 4.86557 -1.42807
C 2.47572 4.06304 -0.30719
C 1.54152 3.03724 -0.31547
N 0.74903 2.79471 -1.35962
C 0.84993 3.57054 -2.43690
H 3.31468 5.67674 -1.47439
H 3.09586 4.21847 0.56570
H 1.43742 2.38012 0.53983
H 0.17971 3.38385 -3.27131

Computed properties:
* 2S+1: 2
* LUMO (alpha / beta): 3.4781 / 3.4778 eV
* energy relative to the best compared isomer or geometry (same formula, charge and spin): 184.55 kJ/mol
* charge: -2
* HOMO-LUMO gap (alpha / beta): 6.29 / 7.25 eV


No. 4
This record from the Open Molecules 2025 dataset describes a gas-phase ion, C7H12NO (charge +1). The level of theory is wB97M-V/def2-TZVPD.

Geometry (Å):
C 1.94862 -1.96383 1.93954
C 1.51507 -1.23923 1.09092
C 0.96636 -0.37408 0.07665
N 1.80695 0.83683 -0.26208
C 0.88859 1.49054 -1.28801
O -0.39193 1.27266 -0.77573
C -0.34001 0.36678 0.36082
C -1.58442 -0.50806 0.54679
C -2.62533 -0.32463 -0.56741
H 2.44377 -2.66175 2.57756
H 0.82694 -0.88614 -0.87930
H 1.80396 1.46219 0.54648
H 2.75739 0.63499 -0.57088
H 1.13142 2.54689 -1.38096
H 1.02866 0.95579 -2.22920
H -0.21811 1.01111 1.23983
H -1.26730 -1.55080 0.58993
H -2.02791 -0.23204 1.49980
H -3.36660 -1.11902 -0.52144
H -2.15649 -0.34476 -1.54895
H -3.13965 0.62655 -0.44438

Computed properties:
* LUMO: -3.4002 eV
* energy relative to the best compared isomer or geometry (same formula, charge and spin): 243.79 kJ/mol
* charge: +1
* SMILES: C#C[C@@H]1[NH2+]CO[C@H]1CC
* HOMO-LUMO gap: 11.16 eV


No. 5
This record from the Open Molecules 2025 dataset describes C3H11N5 in the gas phase in a non-equilibrium geometry. The level of theory is wB97M-V/def2-TZVPD.

Geometry (Å):
C 1.26295 -1.64016 0.67170
N 0.44556 -0.69648 1.42890
C 0.68104 1.13944 0.04186
N 1.65684 1.19392 -0.82148
H 0.28181 -1.08129 2.36582
H 1.68918 0.37820 -1.43819
H 0.64859 1.93830 0.79903
H 0.77697 -1.99017 -0.24056
H 1.50180 -2.50094 1.30231
H 2.21894 -1.17442 0.42287
C -0.76033 0.55863 -0.25522
N -0.82845 -0.12794 -1.49998
N -1.74298 1.59877 -0.20572
N -0.93502 -0.33060 0.84582
H -0.90935 0.38091 -2.37423
H -0.38707 -1.02142 -1.69326
H -1.81092 2.17251 0.62931
H -2.01269 2.03739 -1.08095
H -1.77687 -0.83466 1.10197

Computed properties:
* LUMO: 0.9803 eV
* energy relative to the best compared isomer or geometry (same formula, charge and spin): 291.49 kJ/mol
* charge: 0
* SMILES: [H]/N=C\C(N)(N)NNC
* HOMO-LUMO gap: 9.57 eV